(A)
Here is a single C7H13N molecule from the Open Molecules 2025 dataset. Energies are from ωB97M-V/def2-TZVPD.

Values from the calculation:
- Kohn-Sham gap (eV) = 8.92
- SMILES = C/C=C/C/C(C)=C/N
- E_LUMO (eV) = 1.04

Last column: Mulliken charge in e.
Atoms and positions in Å:
1 C -1.50 2.23 2.04  -1.279
2 C -1.35 1.30 0.92  0.135
3 C -0.35 1.28 0.04  -0.328
4 C -0.33 0.45 -1.18  -1.178
5 C 0.58 -0.75 -0.80  0.711
6 C 2.00 -0.57 -1.32  -1.274
7 C 0.00 -1.88 -0.35  -0.325
8 N 0.65 -3.03 0.06  -0.506
9 H -0.62 2.79 2.34  0.332
10 H -1.91 1.76 2.91  0.340
11 H -2.23 3.04 1.85  0.284
12 H -2.18 0.55 0.79  0.249
13 H 0.43 2.02 0.23  0.283
14 H 0.08 0.91 -2.07  0.471
15 H -1.23 -0.06 -1.57  0.443
16 H 2.66 -0.20 -0.52  0.231
17 H 2.02 0.06 -2.19  0.350
18 H 2.26 -1.60 -1.61  0.367
19 H -1.09 -1.91 -0.36  0.288
20 H 1.59 -3.21 -0.24  0.202
21 H 0.51 -3.19 1.05  0.206

***

(B)
Here is 2 unconnected molecules or ions with the total composition C7H13N from the Open Molecules 2025 dataset. Energies are from ωB97M-V/def2-TZVPD.

Values from the calculation:
- Kohn-Sham gap (eV) = 8.04
- E_LUMO (eV) = 0.49

Last column: Mulliken charge in e.
Atoms and positions in Å:
1 C 0.85 -0.45 -0.40  0.462
2 C 0.56 0.34 0.72  -0.694
3 C 0.52 -1.91 -0.50  -1.245
4 C -2.26 1.23 -1.32  -1.015
5 C -2.05 1.22 0.16  0.083
6 C 2.27 0.27 0.56  -0.264
7 C 2.94 -0.51 1.40  -0.818
8 N -2.89 1.25 1.09  -0.635
9 H 1.08 0.05 -1.34  0.331
10 H -3.86 1.26 0.76  0.239
11 H -0.95 1.25 0.46  0.592
12 H 0.15 -0.17 1.59  0.216
13 H 2.73 1.11 0.06  0.382
14 H 1.36 -2.41 -0.97  0.336
15 H -0.38 -2.09 -1.09  0.373
16 H 0.36 -2.35 0.48  0.273
17 H -1.83 0.33 -1.76  0.200
18 H -1.75 2.08 -1.77  0.273
19 H -3.32 1.27 -1.57  0.381
20 H 2.47 -1.37 1.87  0.232
21 H 4.00 -0.40 1.57  0.298

***

(C)
Here is a single C7H13N molecule from the Open Molecules 2025 dataset. Energies are from ωB97M-V/def2-TZVPD.

Values from the calculation:
- Kohn-Sham gap (eV) = 9.73
- SMILES = C=C(C)C(=C)CCN
- E_LUMO (eV) = 1.01

Last column: Mulliken charge in e.
Atoms and positions in Å:
1 C 0.42 -0.72 2.17  -0.977
2 C 0.35 0.44 1.52  0.403
3 C 0.49 1.77 2.20  -1.182
4 C 0.41 0.44 0.03  0.464
5 C 1.44 0.94 -0.63  -0.946
6 C -0.86 -0.02 -0.68  -0.627
7 C -0.78 -0.58 -2.12  -0.413
8 N -1.13 -1.99 -2.24  -0.567
9 H 0.51 -0.87 3.24  0.331
10 H 0.28 -1.65 1.62  0.274
11 H 1.24 2.41 1.74  0.308
12 H -0.44 2.34 2.16  0.274
13 H 0.75 1.69 3.24  0.373
14 H 2.35 1.25 -0.12  0.318
15 H 1.50 0.84 -1.71  0.271
16 H -1.37 -0.74 -0.03  0.456
17 H -1.48 0.88 -0.76  0.241
18 H -1.39 0.01 -2.79  0.388
19 H 0.23 -0.46 -2.51  0.245
20 H -0.52 -2.54 -1.67  0.173
21 H -2.10 -2.22 -2.39  0.192

***

(D)
Here is a molecular structure, C7H13N from the Open Molecules 2025 dataset. Energies are from ωB97M-V/def2-TZVPD.

Values from the calculation:
- Kohn-Sham gap (eV) = 9.07
- E_LUMO (eV) = 1.06

Last column: Mulliken charge in e.
Atoms and positions in Å:
1 C -1.38 -0.61 -0.38  -0.223
2 C -0.77 -0.14 -1.86  -0.957
3 C 0.09 1.28 -1.38  -0.235
4 C 0.92 0.80 -0.24  -0.060
5 C 1.86 0.41 1.02  -0.577
6 C 0.46 -0.27 1.52  -0.363
7 C -0.43 -1.29 0.66  -0.951
8 H -2.09 0.11 0.29  0.228
9 H -1.93 -1.73 -0.55  0.274
10 H -0.07 -0.88 -2.30  0.304
11 H -1.49 0.10 -2.53  0.493
12 H 0.44 1.46 -2.45  0.261
13 H -0.74 2.16 -0.61  0.241
14 H 0.71 -0.39 -0.31  0.072
15 H 2.65 -0.34 0.86  0.266
16 H 2.17 1.18 1.69  0.351
17 H 0.38 -0.61 2.50  0.517
18 H -1.07 -1.88 1.40  0.462
19 H 0.45 -2.02 0.42  0.296
20 H -0.01 1.68 1.42  0.164
21 N -0.15 0.97 0.84  -0.562

***

Energies relative to the most stable structure are (A) 0.157; (B) 3.538; (C) 0.000; (D) 8.202, reported in eV.